Entry 1:
Molecular formula: C6H10NOS
Method: DFT, ωB97M-V with the def2-TZVPD basis set

Computed properties:
- Frontier orbital gap (spin up / spin down): 7.795 / 7.796 eV
- Highest occupied orbital energy (spin up / spin down): -12.7 / -12.7 eV
- Energy relative to the best compared isomer or geometry (same formula, charge and spin): 2.3453 eV

```
! wB97M-V def2-TZVPD RIJCOSX def2/J DEFGRID3
* xyz 1 1
C -0.29731 -1.66049 0.44925
C 0.92914 -2.02991 0.87450
C 1.54820 1.19392 -0.35930
C 2.10738 -0.13939 -0.45309
C 1.83636 2.05732 0.82850
C -1.97295 -0.90045 -1.12666
N -0.59400 -1.00272 -0.67910
O 2.69744 0.77600 -1.16763
S 2.37768 -1.70461 -0.06100
H -1.14193 -1.88611 1.08700
H 1.07919 -2.60719 1.76596
H 0.67826 1.43593 -0.96295
H 2.70286 1.68886 1.37450
H 0.97691 2.08568 1.49026
H 2.04893 3.07246 0.49899
H -2.44798 -1.88105 -1.21275
H -2.54328 -0.29686 -0.41946
H -2.00044 -0.41742 -2.09918
H 0.09719 -0.99332 -1.41591
*
```

Mulliken population analysis, charges in e, atoms 1 to 5: -0.0370, -0.5699, 0.6290, 0.1148, -1.1619

Entry 2:
Molecular formula: C33H71ClNO9
Method: DFT, ωB97M-V with the def2-TZVPD basis set

Computed properties:
- Frontier orbital gap: 7.213 eV
- Highest occupied orbital energy: -11.3 eV

```
! wB97M-V def2-TZVPD RIJCOSX def2/J DEFGRID3
* xyz 1 1
C 3.99566 3.02739 -0.82782
C 2.88360 3.70320 -1.60591
Cl 2.59210 2.87838 -3.16320
C 1.56781 3.94654 -0.81249
C 0.40463 3.07068 -1.19787
C -0.77926 3.53354 -1.75684
C -1.04030 5.00030 -2.01054
O -1.31266 5.40232 -3.10088
O -0.98173 5.81202 -0.93491
C -1.79416 2.65526 -2.15144
C -1.63536 1.32150 -1.94084
N -0.49750 0.88125 -1.37077
C 0.49186 1.69517 -0.99812
O 1.53765 1.08295 -0.44306
H 3.79476 1.98616 -0.59744
H 4.19900 3.56591 0.09759
H 4.89505 3.05797 -1.43908
H 3.25464 4.68749 -1.87808
H 1.29000 4.98278 -0.97325
H 1.74756 3.81235 0.25736
H -0.97765 5.26774 -0.13573
H -2.69923 3.01164 -2.61861
H -2.37073 0.57565 -2.19600
H -0.39191 -0.11124 -1.17992
H 1.67853 1.39740 0.46467
C -2.13348 -3.16282 -0.86691
C -1.50190 -2.61067 0.39656
O -1.97511 -1.32054 0.77420
C -3.36911 -1.23185 1.04704
C -3.83535 -2.13857 2.17025
H -1.97582 -2.48594 -1.71294
H -1.68501 -4.12740 -1.10968
H -3.20798 -3.31156 -0.75950
H -0.42641 -2.49044 0.24593
H -1.62268 -3.31763 1.22140
H -3.94946 -1.41876 0.13655
H -3.54043 -0.19012 1.32232
H -3.69152 -3.19319 1.93382
H -4.89775 -1.98198 2.35560
H -3.28654 -1.92280 3.08779
C -4.04295 6.44550 -1.00804
C -5.19369 5.86111 -1.81079
O -6.28978 5.43079 -1.02951
C -6.92965 6.42792 -0.24814
C -7.50545 7.57664 -1.05678
H -3.69118 5.72172 -0.26862
H -3.22502 6.70668 -1.67436
H -4.33361 7.34909 -0.47166
H -4.85363 4.96631 -2.33670
H -5.51818 6.56883 -2.58085
H -6.24870 6.80458 0.52390
H -7.73357 5.90694 0.27078
H -6.73366 8.13539 -1.58767
H -8.02277 8.27260 -0.39650
H -8.21647 7.20451 -1.79508
C 0.35467 -4.45111 -4.45040
C 0.76975 -5.37356 -3.31627
O -0.31483 -5.97246 -2.63086
C -1.16961 -6.78947 -3.41752
C -0.47031 -7.96254 -4.08039
H -0.30399 -3.66300 -4.07956
H 1.23580 -3.99022 -4.89788
H -0.17615 -4.98344 -5.23978
H 1.30357 -4.79957 -2.55715
H 1.46545 -6.13725 -3.67929
H -1.69796 -6.18437 -4.16259
H -1.92430 -7.16065 -2.72335
H 0.28927 -7.64064 -4.79356
H -1.19609 -8.56971 -4.62115
H 0.01744 -8.58868 -3.33211
C -0.12152 -8.29787 1.05441
C -0.59842 -6.90308 0.69058
O -1.48764 -6.32486 1.63512
C -0.98156 -6.16399 2.94809
C 0.24998 -5.27780 3.03828
H -0.97083 -8.96980 1.18334
H 0.51745 -8.68911 0.26229
H 0.45496 -8.30895 1.98045
H -1.15574 -6.94349 -0.24424
H 0.25309 -6.23611 0.51351
H -0.78341 -7.13945 3.40504
H -1.79734 -5.71389 3.51475
H 1.09729 -5.69562 2.49366
H 0.54953 -5.16156 4.08015
H 0.04171 -4.28888 2.62484
C 7.25293 -1.62484 -0.88481
C 6.74011 -0.20639 -1.05808
O 5.88260 0.23247 -0.01576
C 6.44177 0.24751 1.28785
C 7.65752 1.14580 1.43269
H 6.42076 -2.32520 -0.80238
H 7.86258 -1.90693 -1.74309
H 7.86983 -1.73236 0.00786
H 6.13829 -0.14466 -1.96548
H 7.57516 0.49092 -1.18586
H 6.67545 -0.77094 1.61569
H 5.64229 0.60909 1.93633
H 8.48858 0.81595 0.80917
H 7.99952 1.14518 2.46769
H 7.41315 2.17066 1.14820
C -1.13769 3.70974 3.87073
C -0.06419 2.65422 3.67348
O 1.15203 3.15528 3.13510
C 1.81478 4.14950 3.90953
C 2.20280 3.69182 5.30271
H -1.36076 4.21487 2.92833
H -2.05215 3.24656 4.24055
H -0.83800 4.47019 4.59150
H -0.41228 1.91033 2.95395
H 0.12480 2.11910 4.60865
H 1.20931 5.06059 3.95667
H 2.71315 4.39818 3.34378
H 1.33349 3.44120 5.91103
H 2.74681 4.48528 5.81426
H 2.84164 2.80936 5.25207
*
```

Mulliken population analysis, charges in e, atoms 1 to 5: -1.3609, 0.3190, -0.1982, -0.5944, 0.8770

Entry 3:
Molecular formula: C6H12O
Method: DFT, ωB97M-V with the def2-TZVPD basis set

Computed properties:
- Frontier orbital gap: 8.084 eV
- Highest occupied orbital energy: -7.2 eV
- Energy relative to the best compared isomer or geometry (same formula, charge and spin): 4.3237 eV

```
! wB97M-V def2-TZVPD RIJCOSX def2/J DEFGRID3
* xyz 0 1
C -1.38662 -1.65471 -1.04642
C -0.86210 -0.24314 -0.78197
C -0.97513 0.14448 0.69578
C -0.05816 1.34389 0.82695
O 1.10996 1.02338 0.03387
C 0.63610 -0.21245 -1.10203
C 2.18792 0.44965 0.78166
H -2.45186 -1.74779 -0.80095
H -1.25814 -1.92650 -2.09963
H -0.81229 -2.37269 -0.45115
H -1.48088 0.47260 -1.35613
H -0.62301 -0.67858 1.33006
H -2.00060 0.39033 0.99314
H 0.25555 1.58578 1.84721
H -0.49307 2.23527 0.36535
H 0.78785 0.41496 -1.99806
H 2.52853 1.17673 1.52708
H 1.86284 -0.48711 1.24075
H 2.97151 0.23050 0.05917
*
```

Mulliken population analysis, charges in e, atoms 1 to 5: -1.5076, 0.6475, -0.8707, -0.4407, -0.1284

Entry 4:
Molecular formula: C6H12O
Method: DFT, ωB97M-V with the def2-TZVPD basis set

Computed properties:
- Frontier orbital gap: 10.609 eV
- Highest occupied orbital energy: -9.6 eV
- Energy relative to the best compared isomer or geometry (same formula, charge and spin): 1.1125 eV

```
! wB97M-V def2-TZVPD RIJCOSX def2/J DEFGRID3
* xyz 0 1
C -2.09023 0.12119 0.76999
C -0.78714 0.79313 0.33575
C -0.00144 0.01055 -0.72782
C 1.17792 0.82823 -1.29575
C 0.51779 -1.33631 -0.28379
C 0.88635 -1.65989 0.95129
O 2.29074 0.92849 -0.43391
H -2.77005 -0.00055 -0.08210
H -2.61008 0.72357 1.52300
H -1.90962 -0.87058 1.19621
H -0.16342 0.97992 1.22154
H -1.02167 1.78159 -0.08251
H -0.68503 -0.14580 -1.57604
H 1.55938 0.33996 -2.19831
H 0.81315 1.82707 -1.58601
H 0.67803 -2.06304 -1.08126
H 0.76998 -0.97464 1.78818
H 1.34067 -2.62173 1.17060
H 2.00467 1.33885 0.39093
*
```

Mulliken population analysis, charges in e, atoms 1 to 5: -1.2827, -0.6271, 0.3910, -0.8033, -0.2212

Entry 5:
Molecular formula: C51H124N7O8
Method: DFT, ωB97M-V with the def2-TZVPD basis set

Computed properties:
- Frontier orbital gap: 5.138 eV
- Highest occupied orbital energy: -15.0 eV

```
! wB97M-V def2-TZVPD RIJCOSX def2/J DEFGRID3
* xyz 5 1
C 1.97615 0.13690 1.10718
C 1.14889 -0.77041 0.19640
C 0.14964 -1.58432 1.10316
O 0.49765 -0.02491 -0.82068
H 1.39004 0.93037 1.57086
H 2.83124 0.64742 0.66413
H 2.30581 -0.43867 1.97213
H 1.83589 -1.48131 -0.26268
H -0.55625 -0.89257 1.56283
H 0.67134 -2.10003 1.90937
H -0.47453 -2.28502 0.54859
C -1.43515 7.81426 -2.60848
C -1.01806 6.43849 -2.03860
C -0.30045 6.55565 -0.76934
N 0.26936 5.27413 -0.17353
C 1.46063 4.70196 -1.01070
C 2.27498 3.52142 -0.42475
C 2.71451 3.93169 1.06195
C 1.60284 4.53437 1.91151
C 0.80560 5.61390 1.23532
C -0.83779 4.17582 -0.08176
H -0.48197 8.23061 -2.93438
H -1.97847 8.46353 -1.92194
H -1.95604 7.80908 -3.56595
H -0.34042 5.96306 -2.74773
H -1.85375 5.75088 -1.90855
H -0.94292 6.95864 0.01356
H 0.61527 7.12121 -0.94166
H 2.05157 5.59976 -1.19196
H 1.20528 4.33471 -2.00469
H 3.15835 3.38908 -1.04944
H 1.62302 2.65312 -0.52015
H 3.53652 4.64704 1.08774
H 2.94776 3.03056 1.62911
H 2.05410 4.94976 2.81257
H 0.86407 3.80034 2.23325
H 1.39962 6.51270 1.06982
H -0.02175 5.96979 1.84927
H -0.58310 3.55068 0.77407
H -0.74748 3.52289 -0.94987
H -1.83777 4.54829 0.14053
C 1.69075 -4.83331 0.67418
C 0.27812 -4.98323 -0.10068
C 0.21222 -4.30305 -1.52789
N -0.93223 -4.68815 -2.48494
C -0.89946 -3.72799 -3.69909
C -1.39994 -2.28917 -3.31714
C -2.83432 -2.36340 -2.86880
C -2.90228 -3.18596 -1.53345
C -2.34012 -4.69610 -1.66147
C -0.73817 -6.10482 -3.02981
H 1.99564 -3.82856 0.96677
H 2.42662 -5.22496 -0.02811
H 1.83508 -5.39809 1.59521
H -0.46158 -4.48201 0.52360
H 0.16731 -6.06618 -0.15571
H 1.13171 -4.56785 -2.04991
H 0.26040 -3.21528 -1.47735
H 0.16850 -3.62849 -3.89317
H -1.35981 -4.15665 -4.58928
H -0.83694 -1.71038 -2.58493
H -1.36776 -1.78350 -4.28221
H -3.27633 -1.39175 -2.64828
H -3.51769 -2.75382 -3.62291
H -2.25371 -2.64869 -0.84150
H -3.87009 -3.23518 -1.03443
H -2.25822 -5.09719 -0.65126
H -2.97018 -5.38584 -2.22304
H -1.41330 -6.36768 -3.84419
H -0.84866 -6.93333 -2.33020
H 0.16659 -6.29059 -3.60861
C 5.17133 -3.12121 0.78438
C 5.43785 -2.98675 -0.75802
C 4.19035 -2.81504 -1.61901
N 4.32360 -1.71195 -2.76102
C 4.72199 -0.39113 -2.07563
C 4.51110 0.79020 -3.03607
C 3.12753 0.82473 -3.71586
C 2.77740 -0.45614 -4.36268
C 2.87439 -1.55522 -3.33199
C 5.29079 -2.15536 -3.81822
H 4.81393 -2.25982 1.34864
H 6.07532 -3.39422 1.32878
H 4.70255 -4.06422 1.06559
H 6.00836 -3.85381 -1.09091
H 6.15731 -2.16886 -0.79724
H 3.33373 -2.52649 -1.00988
H 3.83332 -3.72776 -2.09605
H 4.07209 -0.21563 -1.21834
H 5.72421 -0.43638 -1.64948
H 4.55863 1.76222 -2.54514
H 5.32326 0.80821 -3.76283
H 2.43152 1.19291 -2.96213
H 3.18807 1.56172 -4.51667
H 1.74978 -0.34247 -4.70791
H 3.45457 -0.56509 -5.20984
H 2.16135 -1.40832 -2.52076
H 2.69634 -2.54003 -3.76390
H 4.99777 -3.12413 -4.22285
H 6.31540 -2.28270 -3.46885
H 5.37719 -1.41229 -4.61099
C 0.34799 3.15176 -5.39236
N -1.01518 2.52827 -5.61146
C -2.19136 3.57568 -5.45857
C -1.01843 2.06953 -7.06812
C -1.36212 1.26935 -4.72721
C -1.33359 1.42116 -3.20963
O -0.03626 1.79823 -2.82371
H 0.41282 3.63981 -4.41989
H 0.43378 3.90781 -6.17282
H 1.10129 2.36966 -5.48701
H -3.07118 2.99341 -5.73239
H -2.03031 4.47114 -6.05883
H -2.25234 3.94026 -4.43316
H -0.70674 2.84319 -7.76984
H -1.97557 1.59021 -7.27359
H -0.25878 1.28838 -7.03936
H -0.71135 0.43436 -4.98684
H -2.37086 1.00173 -5.04175
H -1.56892 0.48216 -2.70863
H -2.03505 2.18225 -2.86788
H 0.11669 1.24181 -2.05650
C 1.76469 0.83395 6.59417
N 0.56500 1.36753 5.72643
C 0.35745 0.51108 4.49879
C -0.67464 1.03311 6.54935
C 0.76917 2.87891 5.47706
C -0.53666 3.58485 5.11008
O -1.11181 2.99813 3.98405
H 1.72780 -0.25084 6.69393
H 1.60251 1.36058 7.53463
H 2.69049 1.20159 6.15164
H 1.13800 0.81145 3.79977
H -0.59516 0.67084 3.99371
H 0.51152 -0.54304 4.72938
H -0.62998 -0.03914 6.74009
H -1.54574 1.25405 5.93253
H -0.66450 1.69711 7.41370
H 1.58722 3.03757 4.77441
H 1.05516 3.31369 6.43480
H -0.24434 4.61582 4.91072
H -1.30104 3.42979 5.87151
H -1.85569 3.46774 3.59972
C -5.11143 2.15087 0.07757
N -4.96365 0.85609 0.91383
C -6.15741 0.92255 1.90758
C -5.17134 -0.25742 -0.07486
C -3.69056 0.76641 1.77041
C -2.43623 1.11507 0.98940
O -2.28607 0.27066 -0.12497
H -5.00786 3.01068 0.73946
H -6.13571 2.29602 -0.26577
H -4.38908 2.32857 -0.71914
H -6.18811 0.07847 2.59656
H -7.14422 1.01969 1.45497
H -5.88936 1.82975 2.44910
H -4.56840 0.02827 -0.93680
H -6.21938 -0.25271 -0.37434
H -4.69195 -1.15179 0.32311
H -3.64378 -0.21982 2.23220
H -3.76218 1.38913 2.66214
H -1.53949 1.06492 1.60701
H -2.49724 2.17944 0.76246
H -1.34878 0.19216 -0.31711
C -1.69945 -2.96719 4.82634
N -1.71569 -4.50469 4.41437
C -0.48336 -4.67049 3.52576
C -1.36993 -5.27949 5.67928
C -3.08934 -4.87665 3.79905
C -3.18016 -4.55660 2.32156
O -3.20188 -3.17489 2.03380
H -0.75174 -2.73620 5.31275
H -2.46630 -2.82720 5.58821
H -2.00469 -2.52047 3.88010
H -0.29001 -5.69721 3.21503
H 0.32779 -4.24206 4.11449
H -0.64337 -3.98879 2.69043
H -0.38390 -5.01996 6.06464
H -1.42370 -6.35888 5.53743
H -2.04987 -5.00449 6.48560
H -3.88096 -4.49676 4.44489
H -3.13299 -5.96311 3.87523
H -4.05581 -4.92081 1.78426
H -2.40404 -5.09317 1.77583
H -4.10848 -2.86023 2.00787
O 4.73815 0.00794 2.69718
C 4.65027 0.70933 3.86655
O 5.41126 0.45211 4.80708
O 3.78746 1.58039 3.90926
H 3.90149 0.36932 2.39548
*
```

Mulliken population analysis, charges in e, atoms 1 to 5: -2.2782, 2.2269, 0.3383, -1.0846, -0.6439

Entry 6:
Molecular formula: C5H6NiO4
Method: DFT, ωB97M-V with the def2-TZVPD basis set

Computed properties:
- Frontier orbital gap (spin up / spin down): 3.276 / 8.260 eV
- Expectation value of S²: 3.753
- Highest occupied orbital energy (spin up / spin down): -9.7 / -14.7 eV

```
! wB97M-V def2-TZVPD RIJCOSX def2/J DEFGRID3
* xyz 1 4
O 2.05504 0.77623 -0.85164
C 1.52257 -0.10168 -0.12490
O 2.13095 -0.61631 0.84834
O 0.28235 -0.51482 -0.38576
C -0.57344 -0.80518 0.71266
C -1.95369 -1.17155 0.20193
Ni 3.58423 0.55759 0.32868
H -0.58855 0.03271 1.42229
H -0.18169 -1.66552 1.27072
H -1.94554 -2.27329 0.23109
H -3.33011 -1.21509 -1.58096
C -2.58952 0.75747 -0.45352
C -2.46921 -0.68455 -1.14969
O -2.93911 1.79111 -0.21711
H -3.19296 -1.35039 0.25752
H -1.71016 -0.50144 -1.92572
*
```

Mulliken population analysis, charges in e, atoms 1 to 5: -0.6330, 1.0681, -0.5877, -0.1753, -0.6129

| no. | energy (eV) | largest force on an atom (eV/Å) |
| --- | --- | --- |
| 1 | -20747.52584 | 1.34 |
| 2 | -67804.68345 | 0.65 |
| 3 | -8460.03023 | 0.41 |
| 4 | -8463.24146 | 0.34 |
| 5 | -81655.15837 | 5.31 |
| 6 | -54500.95245 | 6.90 |